1.
{
  "formula": "C4H9N3O",
  "method": "ωB97M-V/def2-TZVPD",
  "species": ["O", "N", "N", "N", "C", "C", "C", "C", "H", "H", "H", "H", "H", "H", "H", "H", "H"],
  "positions_angstrom": [[-0.188, -0.049, 1.643], [-1.019, -2.001, -1.146], [-0.801, -2.612, 1.138], [-0.459, 0.531, -0.509], [-0.545, -0.328, 0.497], [1.626, 2.015, -0.440], [-0.801, -1.765, 0.084], [0.140, 1.936, -0.149], [2.180, 1.330, 0.200], [-1.281, -2.965, -1.345], [-1.053, -3.578, 1.052], [1.830, 1.768, -1.482], [-0.432, 2.615, -0.783], [-0.084, 2.166, 0.892], [-0.503, 0.123, -1.433], [1.974, 3.032, -0.259], [-0.583, -2.219, 2.041]],
  "de_lowest_ev": 0.217,
  "total_charge": 0,
  "energy_ha": -397.34266,
  "homo_ev": -9.3,
  "homo_lumo_gap_ha": 0.379,
  "multiplicity": 1,
  "smiles": "[H]/N=C(\\N)C(=O)NCC"
}

---

2.
{
  "formula": "C4H6N2O",
  "method": "ωB97M-V/def2-TZVPD",
  "species": ["O", "N", "N", "C", "C", "C", "C", "H", "H", "H", "H", "H", "H"],
  "positions_angstrom": [[1.495, 0.283, -2.027], [2.035, -0.625, -1.247], [-0.946, 2.235, -1.491], [-0.505, 1.429, -0.722], [1.472, -1.225, -0.313], [0.031, -0.844, 0.074], [-0.101, 0.709, 0.412], [-0.870, 2.161, -2.418], [-0.734, -1.049, -0.823], [1.867, -2.031, 0.232], [-0.889, 0.978, 1.191], [0.866, 1.244, 0.762], [-0.469, -1.401, 0.970]],
  "de_lowest_ev": 6.544,
  "total_charge": 0,
  "energy_ha": -340.55442,
  "homo_ev": [-7.0, -7.0],
  "homo_lumo_gap_ha": [0.232, 0.232],
  "multiplicity": 1
}

---

3.
{
  "formula": "C2H3NO2S",
  "method": "ωB97M-V/def2-TZVPD",
  "species": ["S", "O", "O", "N", "C", "C", "H", "H", "H"],
  "positions_angstrom": [[-1.387, -0.476, 0.156], [2.347, -1.118, -0.380], [-2.163, 2.009, 0.582], [0.265, -0.751, 0.434], [-1.225, 1.330, 0.233], [1.191, -0.955, -0.581], [0.650, -0.869, -1.605], [-0.238, 1.698, -0.210], [0.560, -0.867, 1.372]],
  "de_lowest_ev": 1.292,
  "total_charge": 0,
  "energy_ha": -681.41182,
  "homo_ev": -10.2,
  "homo_lumo_gap_ha": 0.381,
  "multiplicity": 1,
  "smiles": "O=CNSC=O"
}

---

4.
{
  "formula": "C4H8N3O",
  "method": "ωB97M-V/def2-TZVPD",
  "species": ["O", "N", "N", "N", "C", "C", "C", "C", "H", "H", "H", "H", "H", "H", "H", "H"],
  "positions_angstrom": [[1.417, 0.204, 1.283], [2.075, 0.138, -0.931], [-0.441, 1.392, -0.054], [-1.934, -0.343, 0.254], [0.285, -1.363, -0.158], [1.192, -0.239, 0.019], [-1.619, 0.998, 0.261], [-1.023, -1.266, 0.008], [-2.299, 1.673, 0.572], [1.625, 1.141, 1.363], [-2.883, -0.586, 0.280], [-1.496, -2.305, -0.136], [1.860, -0.283, -1.818], [-0.340, 2.380, -0.081], [2.859, 0.793, -0.527], [0.722, -2.333, -0.334]],
  "de_lowest_ev": 2.599,
  "total_charge": 1,
  "energy_ha": -396.44073,
  "homo_ev": -13.5,
  "homo_lumo_gap_ha": 0.358,
  "multiplicity": 1,
  "smiles": "[H]/N=C/N/C=C\\C(=[NH2+])O"
}

---

no.,largest force on an atom (eV/Å)
1,2.6
2,6.2
3,2.4
4,5.4